[1]
{"formula": "C24H71N15O13", "method": "ωB97M-V with the def2-TZVPD basis set", "species": ["O", "O", "O", "O", "O", "O", "O", "O", "O", "O", "O", "O", "O", "N", "N", "N", "N", "N", "N", "N", "N", "N", "N", "N", "N", "N", "N", "N", "C", "C", "C", "C", "C", "C", "C", "C", "C", "C", "C", "C", "C", "C", "C", "C", "C", "C", "C", "C", "C", "C", "C", "C", "H", "H", "H", "H", "H", "H", "H", "H", "H", "H", "H", "H", "H", "H", "H", "H", "H", "H", "H", "H", "H", "H", "H", "H", "H", "H", "H", "H", "H", "H", "H", "H", "H", "H", "H", "H", "H", "H", "H", "H", "H", "H", "H", "H", "H", "H", "H", "H", "H", "H", "H", "H", "H", "H", "H", "H", "H", "H", "H", "H", "H", "H", "H", "H", "H", "H", "H", "H", "H", "H", "H"], "xyz": [[21.13505, -29.30675, -23.73835], [19.63329, -21.12436, -18.99129], [23.14348, -35.37240, -13.32451], [18.52756, -22.58667, -12.67916], [5.53924, -29.30576, -18.19490], [18.98797, -29.37455, -29.15350], [9.19397, -21.39565, -13.83483], [10.30715, -25.06695, -24.59692], [1.05353, -27.59210, -13.57612], [20.17253, -29.89777, -11.96703], [11.11188, -18.04320, -17.10796], [15.53164, -27.20051, -18.17760], [15.52349, -34.88640, -20.55156], [14.60837, -36.38389, -21.86815], [17.27837, -27.25176, -16.83243], [23.42238, -37.01155, -14.87591], [15.17499, -34.48385, -22.74547], [21.15989, -19.72006, -19.77806], [10.51589, -23.97966, -22.63141], [22.02994, -35.46807, -15.15462], [11.92496, -25.56259, -23.20753], [20.25438, -19.40402, -17.78758], [16.51737, -29.06945, -17.40697], [21.13642, -30.36314, -9.99194], [19.97683, -28.59048, -10.08558], [18.75090, -29.75348, -25.58687], [3.13458, -28.76917, -16.44459], [10.35745, -20.76432, -16.54282], [20.19352, -28.25951, -24.05324], [3.79680, -30.08346, -16.70269], [20.40932, -29.61487, -10.77171], [10.55264, -16.93476, -17.82069], [22.87228, -35.92455, -14.37604], [6.74279, -29.85544, -17.69281], [15.13635, -35.21443, -21.64685], [10.15796, -22.09437, -15.89816], [18.82400, -28.88017, -24.46296], [10.85023, -24.87895, -23.54453], [8.08993, -21.27663, -12.96142], [11.65638, -19.14315, -17.88406], [4.34929, -30.11761, -18.10536], [20.33064, -20.14733, -18.86177], [20.90294, -30.04153, -22.52965], [8.80280, -21.96150, -15.10847], [1.63588, -27.44610, -14.83783], [16.35657, -27.78591, -17.54458], [11.66118, -20.51709, -17.08023], [18.89518, -30.10374, -27.95699], [2.40479, -28.85795, -15.16571], [0.12713, -26.55818, -13.26754], [18.81132, -30.17290, -30.41005], [19.12395, -29.09217, -26.77341], [1.67201, -29.66089, -15.24579], [14.60688, -36.96556, -21.04247], [23.00912, -37.41875, -15.70266], [4.59292, -30.38315, -16.02117], [19.47040, -30.43759, -25.40134], [19.45538, -19.63767, -17.21564], [18.06315, -21.76486, -12.83778], [14.92220, -34.92266, -23.61933], [12.04546, -21.30975, -17.72220], [19.10307, -29.59903, -31.28963], [21.65371, -34.57611, -14.86661], [19.52411, -27.83334, -10.57739], [21.59347, -35.99627, -15.89665], [6.74175, -30.08953, -16.62825], [2.31563, -26.60210, -14.72069], [18.35975, -29.44291, -23.65309], [11.10551, -23.76329, -21.84044], [9.88341, -22.81519, -16.66831], [21.21533, -29.86087, -9.11925], [20.76092, -18.53414, -17.70504], [9.51195, -16.94491, -18.14470], [18.53938, -28.18523, -26.92777], [8.42041, -20.96446, -11.97074], [3.04409, -30.85898, -16.56099], [17.36372, -26.24550, -16.84779], [15.85357, -29.77527, -17.69212], [10.16749, -20.12451, -15.78475], [20.18610, -27.71639, -23.10823], [2.99825, -29.09069, -14.28155], [6.95381, -30.69352, -18.35704], [7.36101, -20.53699, -13.29263], [4.39586, -31.09166, -18.59234], [-0.26457, -26.77119, -12.27289], [18.25972, -27.96421, -24.63823], [11.01473, -22.38113, -15.28839], [0.75837, -25.67486, -13.17072], [21.02200, -29.26150, -21.77766], [20.18670, -28.85001, -26.77373], [14.51957, -36.58130, -22.85468], [17.78495, -30.47110, -30.62384], [12.65379, -18.92702, -18.26690], [7.61901, -22.25873, -12.91875], [21.13179, -20.16391, -20.68487], [10.73978, -16.06679, -17.18846], [21.58810, -18.82180, -19.60525], [8.55204, -23.02170, -15.07416], [9.76089, -23.33239, -22.80777], [11.11632, -16.68352, -18.71915], [19.38172, -22.46345, -13.09326], [20.28660, -28.47073, -9.13174], [-0.67689, -26.33339, -13.96834], [1.02730, -27.19740, -15.70725], [2.45136, -28.60725, -17.17061], [11.01759, -19.32966, -18.74734], [12.27967, -25.61954, -22.26358], [21.51542, -31.27667, -10.19668], [15.66998, -33.60546, -22.80490], [19.90503, -30.47671, -22.58332], [12.35846, -26.18231, -23.87695], [8.07691, -21.35949, -15.65507], [7.54527, -29.13718, -17.86080], [17.87156, -30.46882, -27.87316], [17.25608, -29.31946, -16.76517], [3.55120, -29.77339, -18.76315], [19.53811, -30.98236, -28.00970], [20.58090, -27.59433, -24.82499], [12.38835, -20.34509, -16.28666], [21.61962, -30.82260, -22.27589], [17.84874, -27.82772, -16.22991], [24.02954, -37.54181, -14.26741], [19.23841, -31.16844, -30.28928]], "atomic_forces_ev_per_a": [[1.25, -0.96, -1.50], [-0.84, -1.55, -0.32], [0.90, 0.00, 1.08], [-0.06, -0.18, 0.13], [-1.21, 0.15, -0.26], [0.10, -0.50, -2.75], [-0.81, -0.06, -0.74], [-1.40, 0.19, -1.67], [-1.91, -0.71, -0.50], [-0.06, 0.98, 1.52], [-0.03, -0.79, -0.43], [-1.86, 1.11, -1.60], [0.57, 0.95, 1.28], [-1.23, -2.45, -0.48], [3.89, 4.30, 2.85], [2.15, -3.13, -0.06], [0.38, 2.19, -2.70], [2.19, 1.10, -2.00], [-1.38, 2.27, 1.90], [-6.66, 4.39, -5.04], [3.15, -2.11, 1.02], [-0.23, 1.74, 2.93], [-0.31, -5.37, -0.15], [1.95, -1.52, 2.43], [-1.87, 3.62, 0.72], [0.26, -0.32, 0.87], [1.18, -0.78, 1.57], [-0.54, -1.23, 0.30], [0.10, -2.14, 1.27], [-0.78, 0.08, -0.43], [-0.57, -2.21, -4.96], [1.38, 0.37, -0.04], [3.57, -1.13, 4.23], [-0.27, -0.13, -1.02], [0.91, 1.09, 1.54], [-1.97, 1.92, -1.07], [-0.05, 1.55, 1.46], [0.15, -0.15, -0.64], [0.03, -0.27, -0.04], [-1.13, -0.82, 0.04], [0.18, 0.48, -0.12], [-1.41, -1.49, -0.56], [-0.56, 1.70, -0.43], [3.29, -0.62, 0.44], [2.17, -1.79, -0.25], [-1.51, -0.23, -0.81], [0.54, 2.65, 0.06], [-1.08, 1.13, -0.12], [-1.14, 2.34, -0.13], [1.32, 0.31, 0.85], [-0.58, 0.24, 1.86], [0.82, -1.28, -2.52], [-0.51, -0.01, 0.27], [-0.21, -0.59, -0.80], [0.53, -0.23, 0.39], [-0.01, 0.78, 0.43], [0.01, -0.62, -0.05], [0.39, 0.42, 0.21], [-0.17, 0.18, -0.02], [0.13, 0.50, 0.12], [-0.28, -0.01, -0.12], [0.63, -0.03, 0.47], [-0.39, -0.22, -0.36], [0.10, -0.14, 0.31], [0.10, 0.46, 0.17], [-0.23, -0.29, 0.01], [0.69, -0.08, -0.49], [0.12, 0.46, 0.42], [-0.12, -0.13, -0.34], [0.75, -0.24, -0.19], [1.06, -1.72, 0.35], [-0.45, -0.21, 0.29], [-0.23, -0.74, 0.47], [-0.10, -0.12, -0.15], [0.24, -0.17, -0.09], [-0.21, -0.48, -0.23], [0.20, -0.29, 0.27], [0.15, 0.38, 0.00], [0.17, 0.56, -0.19], [-0.96, 0.64, -0.07], [0.53, 0.11, -0.36], [0.41, -0.59, 0.54], [-0.11, 0.08, -0.27], [1.08, -0.71, 0.71], [-0.17, -0.09, -0.18], [-0.77, -0.19, -0.12], [-0.24, -0.35, 0.24], [-0.30, 0.63, 0.02], [-0.57, -0.34, 0.80], [0.19, 0.46, -0.17], [-0.40, -1.36, 0.77], [-0.66, 0.57, 0.52], [0.20, 0.23, 0.23], [-0.35, -0.01, 0.37], [0.21, 0.31, 0.25], [-0.40, -0.04, 0.23], [0.14, -0.32, -0.79], [-1.00, 0.04, 0.87], [0.15, -0.35, -0.10], [0.30, -0.36, -0.27], [0.23, -0.02, -0.11], [-0.46, 0.52, -0.43], [0.04, -0.54, -0.31], [-0.89, -0.13, 0.25], [0.00, -0.09, -0.21], [-0.20, 0.19, -0.17], [-0.11, 0.13, -0.26], [-0.16, 0.47, 0.01], [-0.14, -0.31, 0.28], [-0.06, -0.03, 0.54], [-0.44, 0.14, 0.12], [0.00, 0.01, 0.07], [-0.24, 0.23, 0.00], [-0.23, -0.23, 0.30], [-0.62, -0.87, -0.48], [0.28, 1.30, -0.17], [0.49, 0.02, 0.50], [0.35, -0.40, -0.04], [0.42, -0.34, 0.29], [0.29, 0.14, -0.88], [0.05, 0.96, -0.08], [-0.21, -0.12, -0.38], [0.99, 0.24, -0.18]], "smiles": "COCCNCCOC.COCCNCCOC.COCCNCCOC.NC(N)=O.NC(N)=O.NC(N)=O.NC(N)=O.NC(N)=O.NC(N)=O.O", "e_tot_ev": -75003.589, "charge": 0, "fmax_ev_per_a": 9.4, "spin_multiplicity": 1}

***

[2]
{"formula": "C24H71N5O9", "method": "ωB97M-V with the def2-TZVPD basis set", "species": ["O", "O", "O", "O", "O", "O", "O", "O", "O", "N", "N", "N", "N", "N", "C", "C", "C", "C", "C", "C", "C", "C", "C", "C", "C", "C", "C", "C", "C", "C", "C", "C", "C", "C", "C", "C", "C", "C", "H", "H", "H", "H", "H", "H", "H", "H", "H", "H", "H", "H", "H", "H", "H", "H", "H", "H", "H", "H", "H", "H", "H", "H", "H", "H", "H", "H", "H", "H", "H", "H", "H", "H", "H", "H", "H", "H", "H", "H", "H", "H", "H", "H", "H", "H", "H", "H", "H", "H", "H", "H", "H", "H", "H", "H", "H", "H", "H", "H", "H", "H", "H", "H", "H", "H", "H", "H", "H", "H", "H"], "xyz": [[-10.31478, -19.12294, 10.41764], [-13.07156, -19.33873, 11.62558], [-7.95105, -15.53101, 8.05276], [-14.12664, -10.74505, 6.94902], [-11.72207, -20.38297, 8.32777], [-12.35657, -23.62145, 4.25985], [-16.38649, -17.71505, 7.21993], [-17.10527, -13.05075, 3.83560], [-11.81588, -12.62356, 11.81259], [-11.44937, -11.70191, 6.05246], [-14.26039, -18.68299, 8.87959], [-7.95626, -17.61820, 11.30266], [-12.48156, -22.53792, 6.93949], [-15.03404, -16.20637, 3.82705], [-18.44609, -12.70801, 4.19917], [-11.04099, -13.74519, 11.36695], [-14.34734, -17.25072, 8.67086], [-14.32540, -21.06130, 6.42760], [-14.85080, -14.47323, 2.05279], [-12.69998, -12.34190, 5.71748], [-15.21039, -16.97338, 7.30265], [-16.73660, -14.42560, 3.89620], [-13.58941, -22.39184, 6.00236], [-12.92297, -22.32909, 4.54462], [-12.83589, -16.83645, 8.64607], [-6.64682, -15.54519, 10.98330], [-13.78399, -18.46117, 12.48513], [-15.23557, -14.76147, 3.50876], [-12.85209, -13.41952, 6.74255], [-7.85447, -16.65558, 9.01166], [-13.82220, -11.22049, 5.66950], [-15.34886, -10.02540, 7.07106], [-13.04820, -18.57091, 13.86313], [-7.88010, -16.37047, 10.54480], [-17.21792, -17.44222, 6.12518], [-8.96078, -14.62375, 8.39282], [-11.74915, -15.11640, 11.59991], [-11.99027, -23.69017, 2.86081], [-18.55263, -11.64970, 4.43737], [-14.23763, -23.26694, 5.95634], [-14.53755, -14.15861, 4.08963], [-12.78422, -22.82637, 7.85888], [-11.64120, -24.70703, 2.68122], [-13.71601, -22.11667, 3.82764], [-10.55610, -19.74449, 9.73086], [-14.82277, -16.85804, 9.56968], [-16.75915, -17.46923, 5.13680], [-15.53909, -15.07200, 1.45627], [-11.91096, -21.07147, 7.69018], [-7.07495, -18.07577, 11.11823], [-12.65633, -15.15588, 10.99694], [-12.47269, -12.85529, 4.78321], [-13.56996, -20.28144, 6.33151], [-15.13393, -9.04171, 6.65363], [-17.56360, -16.41450, 6.23651], [-12.63289, -15.76553, 8.64881], [-13.11086, -19.60179, 14.21167], [-15.24359, -18.88665, 8.77027], [-6.75975, -14.56356, 10.52314], [-13.05881, -20.23596, 11.96679], [-13.80872, -14.59457, 1.75709], [-18.96187, -12.84776, 3.24915], [-8.63877, -17.35017, 8.71081], [-9.83714, -15.10378, 8.82833], [-12.82964, -23.60551, 2.17060], [-8.64440, -18.14754, 10.78656], [-11.76301, -23.16512, 6.60722], [-12.56355, -19.94911, 8.46885], [-18.14238, -18.00703, 6.24547], [-5.67591, -15.95899, 10.71089], [-12.55794, -12.83983, 12.38195], [-12.04644, -18.15227, 13.95963], [-12.24092, -17.33875, 9.40884], [-16.81797, -14.67812, 4.95341], [-12.39016, -17.17134, 7.70944], [-12.05251, -14.14442, 6.58992], [-15.05509, -13.40965, 1.92959], [-11.59690, -10.70848, 5.94556], [-14.67957, -11.53072, 5.07219], [-15.67452, -16.82219, 3.34679], [-14.57936, -17.29368, 6.47361], [-14.09647, -18.87654, 9.85723], [-8.72537, -15.72197, 10.77515], [-11.07475, -19.10086, 10.99918], [-14.58060, -21.11835, 7.48576], [-13.30504, -10.35894, 5.24717], [-14.85501, -18.66025, 12.52211], [-16.21477, -10.39637, 6.52271], [-15.64758, -9.91127, 8.11310], [-8.52284, -13.91717, 9.09785], [-13.74363, -18.02954, 14.50453], [-10.24291, -13.65478, 12.10384], [-13.64949, -17.43148, 12.15385], [-11.42133, -11.91442, 7.03945], [-15.23554, -21.00313, 5.83064], [-15.34408, -15.89551, 7.21077], [-6.58595, -15.39531, 12.06123], [-18.88595, -13.26268, 5.02800], [-17.37434, -15.21990, 3.50830], [-9.17893, -14.21375, 7.40671], [-12.97177, -12.96258, 7.72488], [-6.99814, -17.26973, 8.73307], [-14.05776, -16.44663, 3.73088], [-10.83419, -13.68968, 10.29819], [-11.92182, -15.32287, 12.65615], [-12.12802, -21.60123, 4.38223], [-11.09722, -23.08548, 2.70300], [-11.25468, -16.02169, 11.24771], [-13.68826, -14.09928, 6.57867]], "atomic_forces_ev_per_a": [[0.67, 0.42, 0.27], [-0.12, 0.65, -1.36], [1.04, -2.05, 1.52], [-1.21, -1.22, 1.38], [0.87, 0.77, 0.76], [-0.45, 0.37, -1.13], [-0.23, -0.74, 0.88], [0.60, 0.03, -0.24], [-0.55, 0.64, -0.88], [0.48, 0.25, 0.56], [-1.33, -0.59, -0.63], [0.01, 0.75, -0.74], [0.15, -0.38, -0.18], [-0.19, 1.53, 0.84], [0.29, -0.32, -1.32], [-1.04, -1.35, 1.88], [0.98, 0.13, -0.68], [0.74, -2.06, -0.72], [-1.30, 0.81, 0.42], [-0.59, 0.53, -0.36], [2.38, -0.14, 1.13], [1.31, -0.26, 1.82], [1.36, 1.31, -1.02], [-0.91, -0.70, 1.09], [-0.68, 0.66, -1.24], [-0.44, 0.19, -0.20], [2.37, -0.33, 1.37], [-0.11, -0.70, -0.52], [-1.27, -1.16, -0.26], [-0.44, 0.29, -0.89], [1.31, -0.65, -0.49], [0.70, 0.70, -0.48], [-2.43, 0.36, -0.07], [1.31, 0.76, -0.33], [-0.58, 1.23, 0.64], [0.56, -0.14, -0.61], [-0.05, 0.39, -0.33], [0.52, -1.34, 1.42], [0.64, 0.04, 0.05], [-0.26, 0.01, 0.13], [-0.25, -0.16, 0.64], [-0.10, -0.20, 0.12], [0.04, -0.22, 0.27], [-0.20, 0.04, -0.15], [-0.40, -0.36, -0.67], [-0.36, 0.83, -0.27], [0.18, -0.64, 0.15], [0.25, 0.13, -0.55], [0.01, -0.77, -0.63], [0.28, -0.37, 0.19], [-0.43, 0.26, 0.39], [-1.06, 0.35, -0.69], [-0.56, 0.38, -0.31], [-0.33, 0.47, 0.07], [-0.08, 0.51, -0.14], [-0.20, 0.22, 0.34], [0.36, -0.08, -0.05], [-0.36, -1.28, -0.13], [0.37, 0.13, -0.04], [-0.31, -0.32, 0.26], [-0.02, -0.52, 0.39], [-0.96, -0.19, 0.33], [-0.76, 0.12, 0.51], [-0.19, -0.07, -0.06], [-0.04, 0.85, 0.09], [-0.53, -0.79, 0.44], [-0.09, -0.27, -0.02], [-0.62, 0.60, 0.18], [0.37, -0.54, -0.26], [-0.09, -0.24, -0.39], [0.07, -0.55, -0.13], [-0.13, -0.12, -0.49], [-0.38, 0.04, 0.29], [0.40, -0.17, 0.38], [-0.11, -0.27, -0.19], [0.63, 0.41, 0.71], [-0.21, 0.14, -0.53], [0.53, 0.23, 0.23], [-0.28, 0.06, 0.12], [0.36, 0.01, -0.36], [0.38, 0.15, -0.10], [0.42, -0.06, 0.32], [-0.34, -0.30, 0.06], [-0.50, -0.01, 0.26], [-0.13, -0.06, -0.04], [-0.21, 0.03, -1.21], [0.03, -0.28, 0.23], [0.19, -0.65, -0.18], [0.40, -0.21, 0.03], [-0.49, 0.54, 0.02], [0.29, 0.28, 0.71], [1.10, -0.58, -1.04], [0.01, -0.12, -0.50], [0.97, 0.80, 0.38], [0.07, 0.71, 0.01], [-0.40, 0.23, 0.01], [-0.41, -0.09, 0.09], [0.22, -0.40, -0.06], [-0.64, 0.53, -1.20], [-0.52, 0.74, 0.41], [0.35, -0.39, 0.21], [0.68, 0.57, 0.12], [-0.20, -0.34, -0.23], [0.42, 0.58, 0.29], [-0.35, 0.30, 0.05], [-0.05, 0.44, 0.57], [-0.40, 0.61, -0.48], [0.83, 0.30, -0.17], [-0.62, 0.37, -0.05]], "e_tot_ev": -51910.671, "s_squared": 0.75, "charge": -1, "e_above_lowest_ev": 0.6728, "fmax_ev_per_a": 2.8, "spin_multiplicity": 2}